The following is a quantum chemistry calculation of a molecular structure, C24H38AsIrN2O7PSSe2, from the Open Molecules 2025 dataset.

Each line ends with the Mulliken charge.
Element x y z (Å)
Ir 0.54498 -0.28434 0.60605  1.98
C 1.85247 0.83016 5.04293  -0.87
N 1.28329 1.90355 4.22108  0.17
C 0.88506 3.14016 4.90036  -0.95
C 1.13738 1.75915 2.92169  0.89
O 1.53266 0.73462 2.29785  -0.75
C 0.50076 2.90251 2.14899  -1.22
O 0.49481 2.58641 0.78629  -0.26
C 1.56315 3.01746 -0.00071  -1.42
C 2.41955 1.85650 -0.51967  0.92
O 2.17911 0.63771 -0.29759  -0.61
N 3.48181 2.19081 -1.23331  0.09
C 3.82685 3.57227 -1.57679  -1.07
C 4.40367 1.17460 -1.73975  -0.87
H 2.89868 1.04177 5.26673  0.33
H 1.77734 -0.11083 4.51544  0.23
H 1.29491 0.77385 5.97537  0.41
H 1.13364 3.04694 5.95201  0.38
H -0.18774 3.31320 4.81510  0.34
H 1.41568 4.00545 4.50420  0.32
H 1.02281 3.84269 2.34584  0.55
H -0.54170 3.01981 2.45256  0.39
H 2.21456 3.70923 0.54198  0.68
H 1.14497 3.55100 -0.85869  0.35
H 2.94743 4.20203 -1.65915  0.41
H 4.32161 3.56531 -2.54463  0.40
H 4.50901 3.99967 -0.84106  0.32
H 4.18124 0.21978 -1.28107  0.00
H 5.42431 1.46451 -1.49494  0.45
H 4.30799 1.09377 -2.82294  0.35
Se -0.66383 0.86145 -1.29223  -0.06
P -2.46756 -0.40606 -1.44959  0.83
Se -2.09757 -2.13908 -0.17263  0.14
C -2.70840 -1.02375 -3.11282  0.66
C -1.57972 -1.54807 -3.74989  -0.51
C -1.71292 -2.14577 -4.98907  -0.74
C -2.96162 -2.21677 -5.59759  -0.49
C -4.08355 -1.71844 -4.95448  -0.78
C -3.96830 -1.13501 -3.70046  -0.51
C -3.84673 0.56843 -0.84908  0.81
C -3.98542 0.68977 0.53544  -0.59
C -4.98207 1.49757 1.05349  -0.78
C -5.84322 2.17635 0.19960  -0.49
C -5.68580 2.07931 -1.17424  -0.79
C -4.67869 1.28812 -1.70680  -0.45
H -0.61304 -1.48501 -3.26346  0.09
H -0.84536 -2.55783 -5.48702  0.42
H -3.05992 -2.66765 -6.57620  0.41
H -5.05486 -1.78576 -5.42544  0.42
H -4.85630 -0.79536 -3.18893  0.62
H -3.31448 0.15638 1.19917  0.26
H -5.08983 1.59799 2.12532  0.45
H -6.63740 2.78697 0.60831  0.41
H -6.34384 2.62593 -1.83622  0.42
H -4.53391 1.26082 -2.77717  0.63
C 2.98346 -2.63294 -2.42286  -0.93
As 2.03042 -2.70194 -0.77447  0.81
C 3.24769 -2.43513 0.67455  -0.74
C 1.25365 -4.44112 -0.70975  -1.03
O 0.81221 -1.49882 -0.95788  -0.28
H 3.68120 -3.46707 -2.48184  0.46
H 3.51797 -1.69066 -2.51328  0.20
H 2.25395 -2.71048 -3.22707  0.33
H 3.92674 -3.28772 0.69011  0.52
H 2.69776 -2.39018 1.61340  0.25
H 3.80229 -1.51154 0.52329  0.13
H 2.04622 -5.18631 -0.65364  0.47
H 0.66719 -4.58604 -1.61498  0.38
H 0.61441 -4.50438 0.16377  0.21
C -1.35094 -2.97424 3.56017  -1.09
S -0.14957 -1.99111 2.74987  0.82
O -0.80165 -0.67883 2.33864  -0.59
O 1.01233 -1.84698 3.58165  -0.72
O 0.14110 -2.68680 1.48374  -0.61
H -2.24651 -2.98579 2.94118  0.26
H -1.56469 -2.54336 4.53633  0.42
H -0.93121 -3.97283 3.65690  0.39

The relative energy (zero: lowest compared OMol25 entry of this formula, charge and spin) comes out at 256.5 kJ/mol. As for the expectation value of S²: 0.782. The value obtained for the strongest force on any atom is 0.05924 Eh/bohr. The value obtained for the total energy is -9455.475144 Ha. Its multiplicity is 2. The total charge is +2. The HOMO-LUMO gap (spin up / spin down) comes out at 7.02 / 6.16 eV.


The following is a quantum chemistry calculation of a molecular structure, C24H38AsIrN2O7PSSe2, from the Open Molecules 2025 dataset.

Each line ends with the Mulliken charge.
Element x y z (Å)
Ir 1.34866 0.25025 -0.28891  2.33
C 3.15121 4.12061 2.73126  -0.83
N 3.47035 3.20712 1.62960  0.13
C 4.42875 3.71331 0.63605  -0.99
C 2.86588 2.05576 1.44305  0.74
O 3.09344 1.31394 0.46370  -0.91
C 1.86177 1.58627 2.45535  -1.07
O 1.13452 0.44655 1.96508  -0.23
C 1.37067 -0.80035 2.64314  -1.36
C 2.18709 -1.73851 1.80239  0.90
O 2.62537 -1.31332 0.71157  -0.91
N 2.39008 -2.96044 2.23336  0.11
C 3.16801 -3.91002 1.42849  -0.93
C 1.80233 -3.51119 3.45776  -0.94
H 4.05763 4.63905 3.03198  0.31
H 2.42435 4.86760 2.40650  0.24
H 2.75931 3.59589 3.59843  0.40
H 5.34020 4.02264 1.14272  0.36
H 4.65829 2.93348 -0.07904  0.29
H 3.99844 4.56501 0.10814  0.34
H 2.34621 1.35509 3.40312  0.73
H 1.13236 2.37652 2.61174  0.44
H 1.85609 -0.62404 3.60148  0.73
H 0.39228 -1.24482 2.81300  0.57
H 3.69978 -3.37954 0.64801  0.22
H 3.88319 -4.41755 2.07224  0.38
H 2.50278 -4.64472 0.97515  0.33
H 1.43526 -2.73603 4.12440  0.40
H 0.98016 -4.18136 3.20431  0.32
H 2.55877 -4.08646 3.98696  0.33
Se -1.01171 -0.38601 0.30973  -0.52
P -1.94172 -2.02661 -0.92464  0.91
Se -1.01681 -3.92212 -0.54524  -0.32
C -3.59669 -1.97028 -0.23739  0.49
C -3.94728 -2.80355 0.82410  -0.54
C -5.20384 -2.68202 1.40049  -0.72
C -6.09492 -1.72507 0.93093  -0.42
C -5.74194 -0.88478 -0.12049  -0.80
C -4.49306 -1.00009 -0.70586  -0.25
C -2.08666 -1.66131 -2.67633  0.49
C -2.58764 -2.68169 -3.48554  -0.86
C -2.57617 -2.51996 -4.86139  -0.72
C -2.07561 -1.34971 -5.42465  -0.64
C -1.64351 -0.31172 -4.61591  -0.78
C -1.64441 -0.46504 -3.23434  0.32
H -3.23847 -3.53512 1.19134  0.33
H -5.49026 -3.33519 2.21478  0.42
H -7.07815 -1.63972 1.37730  0.42
H -6.44237 -0.14509 -0.48694  0.44
H -4.20788 -0.34905 -1.52539  0.30
H -2.97834 -3.58835 -3.04179  0.49
H -2.93911 -3.31589 -5.49759  0.44
H -2.02343 -1.25079 -6.50216  0.43
H -1.27452 0.60824 -5.05434  0.43
H -1.28178 0.33147 -2.59681  0.11
C -0.47802 4.94838 -0.23757  -1.15
As -0.80279 3.08847 -0.00412  0.77
C -2.12735 2.65566 -1.30807  -0.45
C -1.58948 2.87256 1.73173  -1.06
O 0.68008 2.26387 -0.12822  -0.63
H -1.43880 5.46136 -0.22106  0.43
H 0.01177 5.11592 -1.19355  0.40
H 0.14820 5.32688 0.56655  0.33
H -3.02099 3.23627 -1.07465  0.54
H -2.36603 1.59919 -1.27409  -0.36
H -1.75429 2.92705 -2.29436  0.41
H -2.67029 2.98309 1.65333  0.44
H -1.19834 3.63613 2.40298  0.43
H -1.35478 1.88097 2.11022  0.25
C 3.60557 -1.53660 -2.16232  -0.86
S 1.90987 -1.24618 -2.48864  1.37
O 1.57030 -1.85034 -3.71753  -0.60
O 1.10073 -1.73966 -1.30620  -0.42
O 1.67341 0.25400 -2.37250  -0.64
H 3.78310 -2.60533 -2.27488  0.37
H 3.85115 -1.18683 -1.16272  0.14
H 4.16000 -0.97612 -2.91727  0.42

The relative energy (zero: lowest compared OMol25 entry of this formula, charge and spin) comes out at 335.1 kJ/mol. As for the expectation value of S²: 0.760. The value obtained for the strongest force on any atom is 0.04589 Eh/bohr. The value obtained for the total energy is -9455.445234 Ha. Its multiplicity is 2. The total charge is +2. The HOMO-LUMO gap (spin up / spin down) comes out at 4.99 / 4.70 eV.


The following is a quantum chemistry calculation of 4 unconnected molecules or ions with the total composition C24H38BrIN2O10P2S, from the Open Molecules 2025 dataset.

Each line ends with the Mulliken charge.
Element x y z (Å)
N -5.79164 -0.55844 -3.32644  -0.74
P -4.74933 -1.96991 -3.01867  0.36
O -5.81390 -3.34330 -3.08715  -0.49
C -4.04227 -1.81104 -1.26563  0.06
C -4.97244 -1.56750 -0.01555  0.75
C -6.56640 -1.48779 -0.15175  -0.97
C -7.22926 -2.97124 -0.26481  0.56
O -6.65739 -3.92207 0.30146  -0.45
Br -8.94482 -3.22672 -1.28166  -0.18
C -4.32853 -1.39608 1.40972  -0.94
C -2.79995 -1.51475 1.57241  0.45
C -1.90809 -1.80049 0.30564  0.43
C -2.47652 -1.93231 -1.12636  0.26
P -1.47168 -2.21954 -2.70872  0.17
O 0.09617 -1.47088 -2.58082  -0.42
I -1.21147 -4.70122 -2.77213  -0.09
C -0.32231 -1.95503 0.56917  -0.25
O 0.40640 -2.79201 -0.00277  -0.53
C 0.25860 -0.95277 1.69481  0.70
C 1.68821 -0.24209 1.56966  -0.91
C 1.43917 1.32879 1.25147  0.06
C 0.37831 1.55463 0.05364  -0.11
S -1.23135 2.08750 0.86326  -0.15
C -0.55547 -0.69982 2.84453  0.05
O -0.11243 0.14929 3.92125  0.04
N 0.59597 -0.60041 4.83670  0.04
O 1.54281 0.05469 5.16538  -0.30
C -2.02350 -1.35955 2.97965  0.11
O -2.49040 -1.73811 4.07557  -0.54
H -5.61373 0.12121 -2.56119  0.34
H -6.75769 -0.92720 -3.27839  0.32
H -6.27151 -3.22974 -3.95202  0.32
H -6.99974 -1.04483 0.81253  0.37
H -6.92222 -0.92718 -1.08193  0.26
H -4.97792 -1.21963 2.33577  0.30
H 0.75022 -2.22383 -2.54697  0.20
H 2.36778 -0.72966 0.78292  0.28
H 2.23400 -0.27289 2.58784  0.32
H 1.10903 1.79402 2.24859  -0.18
H 2.41601 1.86745 0.96385  0.15
H 0.75004 2.47574 -0.53580  0.20
H 0.25345 0.65382 -0.63623  0.12
H -2.23805 1.17589 0.58257  0.04
C 0.84809 4.64918 5.61982  -1.19
C -0.58902 4.50672 5.14329  0.38
C -1.40735 3.65315 6.09956  -1.16
O -0.60225 3.91231 3.84794  -0.44
H 1.33953 3.67227 5.67532  0.25
H 1.42701 5.25509 4.91749  0.31
H 0.89262 5.11858 6.60610  0.39
H -1.04557 5.49621 5.05146  0.29
H -0.99374 2.64193 6.17157  0.22
H -2.43432 3.54980 5.73891  0.30
H -1.43048 4.09254 7.10029  0.41
H -0.19983 3.03561 3.91962  0.20
C 4.20598 -5.04418 -3.68199  -1.34
C 3.27074 -4.04808 -4.34881  0.47
C 3.92207 -3.40229 -5.56149  -1.35
O 2.90864 -3.03547 -3.40966  -0.41
H 5.11637 -4.54892 -3.32867  0.35
H 3.72888 -5.49134 -2.80576  0.32
H 4.48891 -5.84305 -4.37206  0.38
H 2.35036 -4.55458 -4.65220  0.27
H 4.82257 -2.85005 -5.27332  0.35
H 3.24290 -2.68062 -6.02331  0.32
H 4.19661 -4.15169 -6.30811  0.38
H 3.71613 -2.58121 -3.13488  0.28
C 5.45504 4.61717 -1.47133  -1.37
C 4.72008 3.31697 -1.18651  0.47
C 4.71387 2.40611 -2.40427  -1.23
O 3.37666 3.60551 -0.80333  -0.47
H 4.96900 5.17104 -2.28106  0.35
H 5.44167 5.26626 -0.59172  0.34
H 6.49461 4.42982 -1.75200  0.38
H 5.19456 2.80317 -0.34576  0.27
H 4.20218 2.88343 -3.24624  0.33
H 4.17258 1.48065 -2.18886  0.28
H 5.73127 2.15260 -2.71300  0.38
H 2.94750 4.06042 -1.54038  0.32

The structure (SMILES) is NP(O)c1c(CC(=O)Br)cc2c(c1P(O)I)C(=O)C(CCCS)=C(ON=O)C2=O.CC(C)O.CC(C)O.CC(C)O. The value obtained for the strongest force on any atom is 0.10608 Eh/bohr. The value obtained for the total energy is -5751.493828 Ha. The HOMO-LUMO gap comes out at 6.42 eV.